Entry 1:
{
  "formula": "C30H33FeN2OSTe2",
  "method": "ωB97M-V/def2-TZVPD",
  "lumo_ev": [-3.26, -4.45],
  "total_charge": 1,
  "de_lowest_kj_mol": 175.0,
  "energy_ev": -96475.5000,
  "spin_multiplicity": 5,
  "elements": ["Fe", "S", "C", "C", "C", "C", "C", "N", "H", "H", "H", "H", "C", "Te", "C", "H", "H", "H", "H", "H", "H", "C", "C", "C", "C", "C", "C", "Te", "N", "C", "O", "C", "C", "C", "C", "C", "C", "C", "C", "C", "C", "C", "C", "C", "C", "C", "C", "H", "H", "H", "H", "H", "H", "H", "H", "H", "H", "H", "H", "H", "H", "H", "H", "H", "H", "H", "H", "H", "H", "H"],
  "positions_angstrom": [[-0.3911, 0.3480, 0.0936], [1.6438, -0.7613, -0.0212], [1.5752, -0.2393, 1.6520], [2.4652, -0.4803, 2.7013], [2.1728, 0.0548, 3.9369], [1.0129, 0.8132, 4.1336], [0.1715, 1.0000, 3.0657], [0.4661, 0.4837, 1.8661], [3.3566, -1.0657, 2.5257], [2.8494, -0.1125, 4.7657], [0.7769, 1.2444, 5.0960], [-0.7445, 1.5704, 3.1342], [-1.2569, 3.8534, -0.6452], [0.4325, 2.6398, -1.0225], [1.6775, 3.5389, 0.4187], [-1.0574, 4.8555, -1.0127], [-1.4562, 3.8564, 0.4227], [-2.0992, 3.4212, -1.1818], [1.1554, 3.5867, 1.3709], [1.9395, 4.5320, 0.0666], [2.5703, 2.9246, 0.5106], [-5.1693, -2.3320, 8.0510], [-4.8745, -1.9277, 6.6315], [-5.1765, -2.7711, 5.5697], [-4.8960, -2.4311, 4.2507], [-5.2545, -3.4118, 3.1629], [-4.2831, -1.1911, 4.0116], [-3.9311, -0.6388, 1.9894], [-2.2548, 0.4572, 0.5234], [-2.5240, 0.3802, -0.7489], [-1.4513, 0.1690, -1.4962], [-3.8357, 0.4833, -1.4182], [-4.0444, -0.2300, -2.5960], [-5.2751, -0.1628, -3.2291], [-6.2852, 0.6316, -2.6984], [-6.0716, 1.3580, -1.5335], [-4.8467, 1.2792, -0.8887], [-2.7958, -2.3032, 1.4394], [-3.1900, -2.8750, 0.2277], [-2.5197, -3.9783, -0.2695], [-1.4594, -4.5087, 0.4554], [-1.0776, -3.9309, 1.6536], [-1.7260, -2.8092, 2.1765], [-1.2132, -2.2336, 3.4707], [-3.9900, -0.3075, 5.0518], [-3.3517, 1.0426, 4.8538], [-4.2914, -0.7001, 6.3518], [-5.8386, -3.1899, 8.0895], [-5.6310, -1.5156, 8.6067], [-4.2496, -2.6033, 8.5730], [-5.6532, -3.7248, 5.7696], [-5.8906, -4.2001, 3.5611], [-4.3659, -3.8802, 2.7374], [-5.7999, -2.9446, 2.3386], [-3.2413, -0.8318, -3.0013], [-5.4458, -0.7223, -4.1391], [-7.2425, 0.6891, -3.1999], [-6.8567, 1.9855, -1.1332], [-4.6647, 1.8488, 0.0153], [-4.0246, -2.4600, -0.3264], [-2.8263, -4.4209, -1.2078], [-0.9269, -5.3739, 0.0828], [-0.2426, -4.3482, 2.2054], [-1.3092, -2.9586, 4.2805], [-1.7349, -1.3315, 3.7843], [-0.1534, -1.9909, 3.3734], [-3.4514, 1.4129, 3.8321], [-2.2846, 1.0057, 5.0873], [-3.8062, 1.7837, 5.5110], [-4.0702, -0.0190, 7.1680]],
  "mulliken_charge": [-1.081, -0.380, 0.593, -0.837, -0.217, -0.686, -0.659, 0.816, 0.526, 0.408, 0.471, 0.570, -0.889, 0.416, -0.980, 0.417, 0.279, 0.178, 0.263, 0.383, 0.300, -1.564, 0.485, -0.981, 0.540, -1.572, 0.124, 0.935, -0.540, 1.832, -0.607, 0.035, -0.351, -0.735, -0.437, -0.826, -0.160, 0.376, -0.588, -0.792, -0.696, -0.525, 0.946, -1.231, 1.159, -1.795, -0.654, 0.365, 0.386, 0.315, 0.348, 0.455, 0.255, 0.297, 0.446, 0.434, 0.418, 0.437, 0.569, 0.541, 0.469, 0.428, 0.467, 0.427, -0.134, 0.391, 0.185, 0.237, 0.542, 0.455]
}

Entry 2:
{
  "formula": "C4H5NO2",
  "method": "ωB97M-V/def2-TZVPD",
  "smiles": "NC#C[C@H](O)C=O",
  "lumo_ev": 0.58,
  "total_charge": 0,
  "de_lowest_kj_mol": 270.8,
  "energy_ev": -9811.5080,
  "elements": ["N", "C", "C", "C", "O", "C", "O", "H", "H", "H", "H", "H"],
  "positions_angstrom": [[-2.6117, -0.9327, -0.0628], [-1.3020, -0.6315, -0.1232], [-0.1276, -0.3483, -0.2017], [1.2186, 0.1970, -0.3790], [2.2287, -0.4708, 0.3582], [1.1779, 1.6627, 0.0652], [1.0042, 2.5893, -0.6826], [-3.0804, -0.7432, 0.8113], [-2.9010, -1.7930, -0.5054], [1.4893, 0.1821, -1.4415], [1.7973, -1.0955, 0.9524], [1.3230, 1.7935, 1.1584]],
  "mulliken_charge": [-0.518, 0.625, -0.869, 0.416, -0.533, -0.050, -0.462, 0.245, 0.243, 0.225, 0.350, 0.328]
}

Entry 3:
{
  "formula": "C14H17FMoN2O7S",
  "method": "ωB97M-V/def2-TZVPD",
  "lumo_ev": [-0.77, -1.20],
  "total_charge": 0,
  "de_lowest_kj_mol": 62.6,
  "energy_ev": -47517.9069,
  "spin_multiplicity": 3,
  "elements": ["Mo", "O", "C", "C", "C", "N", "C", "C", "C", "O", "O", "C", "O", "O", "H", "H", "H", "C", "C", "C", "S", "O", "C", "C", "C", "H", "H", "H", "H", "H", "H", "H", "H", "H", "H", "H", "H", "H", "H", "F", "O", "C", "N"],
  "positions_angstrom": [[0.4835, 2.6526, -0.1588], [-3.2907, -0.6976, 3.2453], [-2.5368, 0.1183, 2.4844], [-2.7543, 0.2738, 1.1059], [-1.9252, 1.1229, 0.3967], [-0.9237, 1.8215, 0.9779], [-0.6851, 1.6277, 2.3067], [-1.4665, 0.7887, 3.0835], [0.5925, 2.2909, 2.6819], [1.0625, 2.3601, 3.7986], [1.1388, 2.7495, 1.5708], [-1.8565, 1.2789, -1.0899], [-2.6123, 0.7308, -1.8724], [-0.8112, 1.9996, -1.4052], [-3.9943, -1.1006, 2.7211], [-3.5321, -0.2690, 0.5909], [-1.2401, 0.6316, 4.1248], [-1.8082, -3.2329, -1.6883], [-0.9660, -2.0380, -2.1274], [0.0122, -1.6459, -1.0274], [0.9922, -0.1731, -1.5505], [1.1150, 0.6083, -0.2598], [2.6644, -0.9483, -1.7119], [3.4586, -0.9343, -0.4151], [3.0243, -1.9938, 0.5918], [-2.4824, -3.5390, -2.4821], [-2.4036, -2.9699, -0.8192], [-1.1750, -4.0787, -1.4284], [-1.6224, -1.1961, -2.3552], [-0.4145, -2.2905, -3.0355], [0.6680, -2.4779, -0.7832], [-0.5199, -1.3341, -0.1263], [3.1652, -0.3356, -2.4602], [2.5340, -1.9527, -2.1081], [3.3736, 0.0588, 0.0355], [4.5096, -1.0947, -0.6659], [2.0507, -1.7609, 1.0145], [3.7387, -2.0373, 1.4107], [2.9849, -2.9766, 0.1233], [1.7654, 2.9491, -1.5025], [-0.2324, 6.8143, -0.6186], [-0.0961, 5.6808, -0.4045], [0.0152, 4.5193, -0.1678]],
  "mulliken_charge": [1.103, -0.537, 1.248, -0.498, -0.089, 0.077, 0.164, -0.923, 0.589, -0.633, -0.562, 0.656, -0.680, -0.603, 0.309, 0.490, 0.574, -1.420, -0.028, -0.713, 0.426, -0.385, -0.817, -0.293, -1.146, 0.394, 0.299, 0.372, 0.218, 0.319, 0.638, 0.097, 0.427, 0.514, 0.148, 0.466, 0.220, 0.379, 0.330, -0.696, -0.531, 0.592, -0.496]
}